#A
Molecular formula: C10H12N3P
Method: DFT, ωB97M-V with the def2-TZVPD basis set

Cartesian coordinates (Å):
C 4.55 1.06 -0.25
C 3.44 1.89 -0.16
C 4.37 -0.30 -0.04
C 2.17 1.38 0.09
C 3.14 -0.81 0.13
C 1.98 0.03 0.12
C -1.56 -1.20 -0.07
C -0.34 -0.73 0.13
C -1.87 -2.65 -0.58
C -4.53 0.73 0.68
N -2.73 -0.56 0.00
N -3.13 0.66 0.15
N 0.82 -0.61 0.54
P -2.64 2.32 -0.22
H 5.61 1.33 -0.35
H 3.38 3.01 -0.31
H 5.29 -1.02 0.08
H 1.24 1.93 0.26
H 3.11 -1.80 0.24
H -1.13 -3.28 -0.06
H -1.94 -2.81 -1.74
H -2.80 -2.75 -0.07
H -4.69 1.40 1.61
H -5.34 1.11 -0.05
H -4.77 -0.27 0.89
H -1.62 1.93 -1.01

HOMO-LUMO gap (spin up / spin down): 6.87 / 6.29 eV

In elementary charge units, the Mulliken charges are: -0.47 -0.37 -0.22 -0.35 -0.61 0.51 -0.08 0.76 -1.05 -0.84 -0.29 0.18 -0.38 -0.22 0.33 0.26 0.23 0.37 0.48 0.34 0.24 0.31 0.26 0.28 0.39 -0.04

#B
Molecular formula: C10H12N3P
Method: DFT, ωB97M-V with the def2-TZVPD basis set

Cartesian coordinates (Å):
C -3.04 1.35 -1.55
C -2.65 0.69 -2.71
C -2.42 1.26 -0.36
C -1.48 -0.05 -2.64
C -1.27 0.38 -0.24
C -0.91 0.04 1.03
C -0.78 -0.16 -1.44
C 1.13 -0.97 -0.33
C -0.10 0.68 2.13
C 3.07 -0.85 1.43
N 0.43 -0.84 -1.41
N 1.17 -0.04 2.51
N 2.20 0.23 1.54
P 2.72 -1.80 -0.25
H -3.94 2.01 -1.66
H -3.25 0.84 -3.64
H -2.82 1.71 0.60
H -1.19 -0.74 -3.37
H 0.13 1.70 2.03
H -0.73 0.56 2.96
H 4.10 -0.35 1.28
H 3.30 -1.59 2.27
H 0.81 -1.15 -2.24
H 0.98 -0.99 2.37
H 2.53 1.14 1.64
H 2.03 -3.07 0.05

HOMO-LUMO gap (spin up / spin down): 6.93 / 6.93 eV

In elementary charge units, the Mulliken charges are: -0.24 -0.82 -1.06 -0.47 0.89 -0.15 0.34 -0.16 -0.58 -0.71 0.09 -0.54 0.01 -0.27 0.28 0.32 0.28 0.38 0.45 0.33 0.40 0.32 0.28 0.33 0.27 0.02

Quick ranking, most stable first: #A, #B.

#A
Molecular formula: C5H9N3O
Method: DFT, ωB97M-V with the def2-TZVPD basis set

Cartesian coordinates (Å):
O -3.43 -0.53 0.16
N -2.78 0.61 -0.30
C -1.39 0.44 -0.28
N -0.61 1.46 -0.07
C 0.68 0.78 -0.30
C 2.14 0.71 0.29
C 2.09 -0.79 -0.25
C 0.52 -0.64 0.09
N -0.85 -0.82 -0.39
H -3.32 -0.60 1.16
H -3.16 1.45 0.14
H 0.89 0.76 -1.35
H 2.89 1.45 -0.02
H 2.16 0.64 1.37
H 2.69 -1.50 0.35
H 2.35 -1.00 -1.35
H 0.51 -0.76 1.19
H -1.39 -1.66 -0.44

Structure (SMILES): ONC1=N[C@H]2CC[C@@H]2N1
HOMO-LUMO gap: 9.22 eV

In elementary charge units, the Mulliken charges are: -0.44 -0.18 0.27 -0.77 0.17 -0.63 -0.62 -0.11 -0.25 0.33 0.30 0.27 0.31 0.28 0.33 0.25 0.23 0.25

#B
Molecular formula: C5H9N3O
Method: DFT, ωB97M-V with the def2-TZVPD basis set

Cartesian coordinates (Å):
C -0.62 0.38 0.94
C 0.08 1.17 1.95
C -0.35 -1.59 -0.47
C 0.10 -0.01 -0.26
N 0.74 -2.36 -0.49
C -0.99 0.86 -1.19
N 1.42 0.28 -0.39
N -0.60 1.81 -1.91
O -1.51 -1.93 -0.58
H -1.58 -0.07 1.15
H 1.63 -1.90 -0.37
H 0.64 -3.36 -0.53
H 1.68 0.20 -1.37
H 0.39 2.03 -1.76
H -1.99 0.43 -1.28
H 0.85 0.54 2.42
H 0.69 1.94 1.44
H -0.57 1.58 2.71

HOMO-LUMO gap (spin up / spin down): 6.42 / 7.29 eV

In elementary charge units, the Mulliken charges are: -0.41 -1.29 0.25 1.45 -0.33 -0.25 -1.20 -0.67 -0.61 0.48 0.29 0.25 0.26 0.34 0.42 0.30 0.35 0.37

Quick ranking, most stable first: #B, #A.

#A
Molecular formula: C5H9N3O
Method: DFT, ωB97M-V with the def2-TZVPD basis set

Cartesian coordinates (Å):
O -3.58 -2.41 0.16
N -3.79 -1.19 -0.06
C -4.98 -0.59 -0.22
C -5.00 0.83 -0.28
C -3.94 1.68 -0.07
N -2.75 1.17 0.30
C -2.56 -0.05 0.19
H -5.79 -1.28 -0.25
H -5.99 1.40 -0.52
H -3.91 2.70 -0.03
H -1.56 -0.42 0.44
C 4.25 -0.57 0.45
N 3.65 -0.29 -0.82
H 5.01 0.02 0.82
H 3.47 -0.52 1.37
H 4.60 -1.52 0.34
H 4.19 0.52 -1.14
H 2.70 0.03 -0.80

Structure (SMILES): [O-][n+]1cccnc1.CN
HOMO-LUMO gap (spin up / spin down): 8.65 / 8.65 eV

In elementary charge units, the Mulliken charges are: -0.62 0.42 -0.21 -0.32 -0.25 -0.43 -0.15 0.44 0.23 0.51 0.39 -0.64 -0.56 0.31 0.19 0.24 0.22 0.23

#B
Molecular formula: C5H9N3O
Method: DFT, ωB97M-V with the def2-TZVPD basis set

Cartesian coordinates (Å):
C -3.19 -0.73 1.76
C -2.43 0.26 1.19
N -1.13 -0.10 1.45
C -1.15 -1.26 2.16
N -2.39 -1.68 2.36
H -4.28 -0.82 1.77
H -2.68 1.16 0.63
H -0.29 0.42 1.17
H -0.24 -1.76 2.49
C 1.24 -0.27 -1.96
N 2.39 0.60 -2.04
C 2.69 1.47 -1.04
O 2.03 1.59 -0.02
H 1.31 -0.94 -1.08
H 1.19 -0.89 -2.87
H 0.31 0.31 -1.87
H 3.01 0.57 -2.86
H 3.61 2.07 -1.25

Structure (SMILES): c1c[nH]cn1.CNC=O
HOMO-LUMO gap: 9.21 eV

In elementary charge units, the Mulliken charges are: -0.42 -0.17 -0.02 -0.12 -0.57 0.36 0.36 0.23 0.36 -0.69 -0.12 0.02 -0.55 0.23 0.30 0.24 0.24 0.31

Quick ranking, most stable first: #B, #A.

#A
Molecular formula: C5H9N3O
Method: DFT, ωB97M-V with the def2-TZVPD basis set

Cartesian coordinates (Å):
C 1.59 1.52 -0.81
C 0.85 0.27 -0.40
C 1.45 -0.88 -0.25
N 2.10 -1.90 -0.41
C -0.62 0.38 -0.11
N -0.92 0.94 1.20
C -1.30 -1.04 -0.29
N -2.30 -1.27 0.58
O -1.04 -1.78 -1.21
H 1.53 2.28 -0.03
H 2.64 1.30 -0.99
H 1.16 1.93 -1.73
H 2.46 -2.45 0.36
H -1.11 1.00 -0.87
H -0.74 1.94 1.23
H -0.41 0.46 1.93
H -2.87 -2.10 0.48
H -2.46 -0.63 1.33

Structure (SMILES): CC(=C=N)[C@H](N)C(N)=O
HOMO-LUMO gap: 9.03 eV

In elementary charge units, the Mulliken charges are: -1.47 0.23 0.32 -0.55 0.42 -0.68 0.02 -0.33 -0.61 0.32 0.38 0.31 0.28 0.41 0.24 0.26 0.24 0.23

#B
Molecular formula: C5H9N3O
Method: DFT, ωB97M-V with the def2-TZVPD basis set

Cartesian coordinates (Å):
H -0.39 -1.93 -1.10
N 0.37 -1.25 -1.07
C 0.20 -0.35 -0.20
N 0.82 0.80 0.01
C 2.31 1.01 -0.58
N 2.63 0.33 -1.70
O 3.08 1.75 0.00
C -1.23 -0.23 0.77
C -1.09 -0.39 2.08
C -2.51 -0.03 0.04
H 0.83 1.23 0.93
H 3.54 0.46 -2.12
H 2.08 -0.49 -1.92
H -0.12 -0.52 2.56
H -1.96 -0.49 2.74
H -2.60 -0.68 -0.83
H -2.59 1.01 -0.30
H -3.38 -0.23 0.69

Structure (SMILES): [H]/N=C(/NC(N)=O)C(=C)C
HOMO-LUMO gap: 10.45 eV

In elementary charge units, the Mulliken charges are: 0.28 -0.81 0.76 -0.28 0.30 -0.31 -0.57 0.39 -0.96 -1.12 0.31 0.22 0.28 0.30 0.30 0.27 0.27 0.38

#C
Molecular formula: C5H9N3O
Method: DFT, ωB97M-V with the def2-TZVPD basis set

Cartesian coordinates (Å):
C 0.26 1.61 -0.17
C -0.68 -1.41 1.33
C 0.03 -1.27 -0.17
N -1.51 -0.42 1.59
N 1.10 1.86 -1.33
C -0.78 -0.37 -0.93
C 1.18 -1.88 -0.39
N -0.95 0.88 -0.57
O -0.21 -2.29 2.03
H -1.55 0.51 0.63
H -1.89 -0.45 2.53
H 1.97 2.31 -1.05
H 0.62 2.45 -2.00
H 0.84 1.03 0.56
H -0.11 2.52 0.32
H -1.65 -0.82 -1.42
H 1.62 -2.49 0.38
H 1.71 -1.75 -1.33

HOMO-LUMO gap: 8.99 eV

In elementary charge units, the Mulliken charges are: -0.47 0.55 0.36 -0.48 -0.51 -0.22 -0.86 -0.56 -0.62 0.44 0.21 0.22 0.22 0.45 0.30 0.34 0.31 0.32

Quick ranking, most stable first: #B, #A, #C.

#A
Molecular formula: C4H13N2O
Method: DFT, ωB97M-V with the def2-TZVPD basis set

Cartesian coordinates (Å):
C -0.11 -0.74 1.73
C 0.02 -1.61 0.44
C -1.13 -1.48 -0.56
C -0.55 0.20 -2.17
N -1.19 -0.15 -1.13
N -0.02 0.73 1.12
H -1.17 -0.78 2.16
H 0.57 -0.98 2.54
H 0.09 -2.68 0.84
H 1.00 -1.30 0.02
H -2.05 -1.71 -0.05
H -0.97 -2.23 -1.31
H -0.72 -0.28 -3.14
H 0.16 1.06 -2.24
H -0.65 1.39 1.62
H -0.53 0.76 0.11
H 0.93 1.00 1.13
H 1.79 3.75 -0.29
H 2.76 2.36 -0.39
O 1.77 2.69 -0.43

2S+1: 2
HOMO-LUMO gap (spin up / spin down): 3.96 / 6.70 eV

In elementary charge units, the Mulliken charges are: -0.56 -0.65 -0.55 -0.69 -0.72 -0.42 0.30 0.34 0.34 0.30 0.35 0.39 0.29 0.22 0.38 0.36 0.31 0.34 0.34 -0.69

#B
Molecular formula: C4H13N2O
Method: DFT, ωB97M-V with the def2-TZVPD basis set

Cartesian coordinates (Å):
C 1.86 2.33 -1.39
C 2.24 1.10 -0.57
C 1.01 0.28 -0.23
C -0.31 0.78 -0.23
N -1.30 0.08 0.62
N 1.28 -0.87 0.57
H 1.33 1.99 -2.28
H 1.18 3.08 -0.97
H 2.71 2.94 -1.73
H 2.79 0.51 -1.32
H 2.86 1.23 0.34
H -0.63 1.67 -0.73
H -1.70 0.69 1.35
H -0.85 -0.76 0.99
H -2.10 -0.20 0.05
H 1.26 -1.85 0.29
H 2.22 -0.75 0.94
H -4.67 -2.80 0.81
H -3.48 -3.31 1.64
O -3.74 -3.00 0.78

2S+1: 2
HOMO-LUMO gap (spin up / spin down): 3.69 / 7.99 eV

In elementary charge units, the Mulliken charges are: -1.41 -0.02 0.38 -1.50 -0.16 -0.73 0.36 0.33 0.34 0.14 0.33 0.34 0.39 0.31 0.57 0.16 0.21 0.33 0.34 -0.70

Quick ranking, most stable first: #B, #A.

#A
Molecular formula: C4H13N2O
Method: DFT, ωB97M-V with the def2-TZVPD basis set

Cartesian coordinates (Å):
C -0.74 1.28 -2.66
C -0.37 -0.10 -2.22
C -0.30 -0.31 -0.75
C -0.08 0.74 0.15
N 0.45 0.32 1.44
N 0.30 -1.60 -0.38
H -1.70 1.64 -2.26
H 0.02 1.99 -2.34
H -0.67 1.40 -3.74
H -0.93 -0.90 -2.66
H 0.66 -0.27 -2.63
H 0.13 1.79 -0.02
H 0.71 1.16 1.96
H 1.23 -0.34 1.43
H -0.32 0.00 2.04
H 0.51 -2.13 -1.22
H -0.30 -2.15 0.22
H 1.05 -1.31 4.73
H -0.14 -0.45 4.78
O 0.50 -0.78 4.14

2S+1: 2
HOMO-LUMO gap (spin up / spin down): 3.59 / 7.10 eV

In elementary charge units, the Mulliken charges are: -1.30 -0.26 0.02 -1.02 -0.19 -0.69 0.33 0.29 0.39 0.32 0.25 0.25 0.39 0.37 0.36 0.24 0.24 0.30 0.31 -0.61

#B
Molecular formula: C4H13N2O
Method: DFT, ωB97M-V with the def2-TZVPD basis set

Cartesian coordinates (Å):
N -0.42 1.80 0.61
C -0.26 0.41 0.01
C 1.16 0.22 -0.51
C 1.27 -1.00 -1.43
O 0.77 -0.64 -2.69
C -0.63 -0.58 1.11
N -1.90 -0.20 1.73
H -0.51 2.62 -0.06
H 0.43 1.99 1.22
H -1.22 1.74 1.27
H -0.91 0.37 -0.85
H 1.90 0.12 0.30
H 1.50 1.05 -1.13
H 0.76 -1.83 -0.95
H 2.31 -1.36 -1.45
H 0.95 -1.34 -3.33
H -0.68 -1.58 0.67
H 0.20 -0.63 1.80
H -2.66 -0.41 1.09
H -2.06 -0.74 2.57

2S+1: 2
HOMO-LUMO gap (spin up / spin down): 3.72 / 10.84 eV

In elementary charge units, the Mulliken charges are: -1.45 -0.90 -1.08 -0.44 -0.48 -0.59 -0.53 1.11 1.01 0.83 -0.43 0.53 0.23 0.27 0.37 0.30 0.27 0.38 0.32 0.29

Quick ranking, most stable first: #B, #A.